# 1
Below is a structure of composition C6H11NO in a non-equilibrium geometry, with properties calculated with wB97M-V/def2-TZVPD.

The calculation puts the strongest force on any atom at 0.147 Eh/bohr. The energy above the lowest of the compared OMol25 structures with the same formula, charge and spin comes out at 152.9 kcal per mole. Its HOMO-LUMO gap is 8.76 eV.

Structure (XYZ):
```
19
Properties=species:S:1:pos:R:3:forces:R:3
H 2.31552 -1.32043 -0.12265 -1.813 -0.728 -0.291
C -0.39290 -0.42040 1.24867 -1.091 -2.589 0.056
H -2.41351 -0.59645 0.32870 -0.952 0.560 0.349
H 0.68922 -2.15467 0.11460 2.734 2.675 -1.885
N 1.28750 -1.28767 -0.38778 -1.163 -2.167 2.530
C 0.15538 0.91377 -0.49823 -3.110 0.046 -2.186
C 0.79809 -0.08447 0.35361 -0.794 -4.387 1.827
O -0.65822 1.76313 0.30920 3.876 6.478 -0.340
H -0.68999 -0.66793 -1.92411 0.996 -0.239 -1.545
H -1.53119 -1.80096 -0.33859 0.690 -1.978 -0.212
C 1.55098 1.01589 -0.11735 3.023 1.450 -0.618
H 2.39924 0.72185 -0.74682 -0.456 0.302 0.064
H -0.46002 -1.20293 2.08145 1.126 0.321 -1.417
H -0.78115 0.40858 1.79266 -0.297 0.645 -0.171
H -1.72418 0.82764 -1.72150 0.857 -0.934 0.605
C -1.42355 -0.82846 0.01800 0.485 3.830 0.389
H 1.78700 1.77647 0.57586 0.253 1.225 0.342
H 0.03321 2.80348 0.33171 -3.682 -4.717 -0.025
C -0.94143 0.13358 -1.29745 -0.682 0.207 2.529
```
Positions in Å, forces in eV/Å.

Atomic partial charges in e from the Löwdin method, atoms 1 to 4: 0.09 -0.09 0.07 0.15

=====

# 2
Below is a structure of composition C18H19F6HfIN3O4 in a non-equilibrium geometry, with properties calculated with wB97M-V/def2-TZVPD.

The calculation puts the strongest force on any atom at 0.063 Eh/bohr. The energy above the lowest of the compared OMol25 structures with the same formula, charge and spin comes out at 0.0 kcal per mole. Its HOMO-LUMO gap is 8.23 eV. As for the net charge: +1.

Structure (XYZ):
```
52
Properties=species:S:1:pos:R:3:forces:R:3
C -16.95282 6.95936 -5.34284 -1.676 0.250 -0.957
O -17.01670 2.19694 -3.16673 0.275 1.212 0.041
N -12.85182 5.11828 -4.32891 0.575 -0.608 0.571
C -12.62193 7.50905 0.30017 -0.180 1.846 0.580
C -13.38471 6.39954 0.60797 -0.423 -0.728 -0.062
H -18.68507 7.14943 -6.68691 0.602 -0.229 0.182
F -17.11795 0.09491 -5.94370 0.582 0.389 0.165
Hf -16.60329 4.02782 -3.92272 -1.570 -1.213 0.039
H -16.95266 8.65131 -6.63597 0.455 -0.046 0.986
H -14.94351 5.00967 -0.19128 0.409 0.291 0.519
C -13.50853 4.12433 -3.82907 0.806 -0.803 0.822
H -13.77857 3.71256 -1.86202 -0.478 -0.058 0.709
I -11.21951 4.18669 -1.88990 0.951 0.006 0.648
H -12.99050 2.34395 -2.68969 -0.070 0.755 -0.040
F -16.77752 2.28656 -5.62121 0.460 -0.827 -0.070
C -18.77962 5.25363 -5.82866 -0.286 0.142 0.931
H -16.09171 -0.05183 -2.25443 -0.211 0.200 0.775
F -18.54802 0.10138 -1.77876 0.009 0.167 -0.871
C -14.47235 6.54806 -1.53910 1.327 0.935 0.978
C -12.86717 8.26983 -0.88030 0.633 -3.085 0.853
F -19.17724 -0.47359 -3.83072 0.179 0.493 1.065
C -16.24621 -0.03185 -3.31048 0.975 -1.273 -1.504
H -12.19256 9.06652 -1.07163 -0.075 0.953 -0.327
H -13.30127 5.60866 -5.04560 -0.350 1.085 -1.307
O -18.35965 4.37317 -4.93273 0.917 0.266 -0.129
H -16.49061 -1.11498 -3.61644 0.565 1.786 0.105
H -11.96672 7.97618 1.08126 -0.499 -0.780 -0.841
C -18.67528 0.53122 -3.04160 -1.285 0.041 -0.753
O -14.58757 3.69983 -4.32623 -0.479 0.190 -0.513
C -13.02535 3.44625 -2.57355 -0.141 -0.627 -0.921
H -11.94213 5.37400 -3.94299 -0.382 0.168 -0.194
H -19.89982 4.06250 -7.24605 -0.180 0.563 0.770
C -17.51981 1.13012 -5.22303 0.405 -0.297 -0.009
F -19.60554 1.54469 -3.03248 1.178 -1.130 -0.033
F -18.72447 1.41061 -5.60504 -1.213 0.395 -0.077
H -13.98197 8.32626 -2.66933 0.237 -0.577 -0.070
H -15.27834 0.37434 -3.73921 -1.032 -0.893 0.149
C -16.59790 8.43251 -5.59364 -1.561 -1.040 -0.924
O -16.17869 5.04633 -2.24579 0.325 0.551 -0.484
N -15.42432 6.73082 -3.66850 -0.104 0.409 -0.373
C -18.13299 6.46366 -6.03166 -0.444 -0.108 -0.413
C -17.32322 0.95880 -3.67803 -0.617 0.507 0.768
H -13.31597 5.92654 1.58659 0.184 0.062 -0.262
C -14.29832 5.88413 -0.32569 -0.233 0.217 -0.452
N -16.36696 6.15862 -4.49935 0.055 0.045 -0.351
C -13.71927 7.70070 -1.81379 -0.414 1.686 0.211
H -15.57007 8.65885 -5.49045 1.040 0.052 0.156
C -15.41748 6.13733 -2.53857 -0.359 -1.253 0.530
C -20.10897 4.83187 -6.45338 2.130 -1.083 -0.363
H -20.60642 5.62716 -6.91245 -0.750 1.311 -0.680
H -20.71937 4.38588 -5.69114 -0.246 -0.237 0.339
H -17.16646 9.07280 -4.91825 -0.014 -0.079 0.086
```
Positions in Å, forces in eV/Å.

Atomic partial charges in e from the Löwdin method, atoms 1 to 4: -0.26 -0.24 0.23 -0.07

=====

# 3
Below is a structure of composition C6H7N in a non-equilibrium geometry, with properties calculated with wB97M-V/def2-TZVPD.

The calculation puts the strongest force on any atom at 0.130 Eh/bohr. The energy above the lowest of the compared OMol25 structures with the same formula, charge and spin comes out at 104.4 kcal per mole. Its HOMO-LUMO gap is 9.52 eV.

Structure (XYZ):
```
14
Properties=species:S:1:pos:R:3:forces:R:3
N -0.21594 0.03230 -0.90430 -0.254 -1.104 -0.404
H 2.75772 -0.28323 0.70432 0.149 0.397 0.149
H -1.00521 2.12418 -0.90365 0.376 -0.415 0.665
C 0.80093 -0.28459 0.02962 -4.015 -3.816 3.740
H 2.03526 1.31652 0.17799 0.651 0.091 -0.177
H 2.49942 -0.00531 -1.02156 0.277 0.616 0.157
C -0.07057 -1.11976 0.86157 4.104 2.777 -1.021
H -1.71098 -1.73690 -0.61767 1.077 1.250 0.392
C 2.13747 0.24626 -0.01567 0.391 -0.423 -0.207
H 0.14395 -1.45879 1.92930 -0.794 0.009 -1.874
H -3.06169 0.51868 0.33106 -0.882 0.325 0.422
C -1.19659 -0.84369 -0.11357 -0.866 -1.476 -0.405
C -1.04765 1.10698 -0.48146 -2.554 1.560 -1.541
C -2.06612 0.38734 0.02403 2.340 0.208 0.107
```
Positions in Å, forces in eV/Å.

Atomic partial charges in e from the Löwdin method, atoms 1 to 4: -0.01 0.08 0.11 -0.32

=====

# 4
Below is the molecule C10H15NO2 in a non-equilibrium geometry, with properties calculated with wB97M-V/def2-TZVPD.

The calculation puts the strongest force on any atom at 0.089 Eh/bohr. The energy above the lowest of the compared OMol25 structures with the same formula, charge and spin comes out at 143.9 kcal per mole. Its HOMO-LUMO gap is 8.59 eV. As for the SMILES: CC1(C)C=CC=C([N+](=O)[O-])C1(C)C.

Structure (XYZ):
```
28
Properties=species:S:1:pos:R:3:forces:R:3
H 2.19938 -0.09231 2.79027 -0.089 0.270 0.228
H -0.30821 2.14498 1.41759 0.169 -0.871 0.454
H 0.56976 1.73244 -1.39500 -0.324 -0.341 0.615
C 0.57047 -0.20847 -0.22883 1.152 1.515 1.876
C -0.91470 -0.76072 1.75335 1.757 2.668 -2.626
H -2.00566 1.61231 1.29021 -1.360 0.066 0.864
C 0.85589 -1.75865 -0.45746 -1.331 1.293 -1.591
C 0.87701 0.67879 -1.41991 1.869 0.638 0.034
H -1.61354 -1.40039 -0.67449 -1.201 0.999 -1.086
C 1.36178 -0.14396 2.10922 1.262 -0.155 -0.175
H 2.59088 0.55005 0.46964 -1.673 -0.410 0.737
O -2.14223 -2.36124 2.61704 -0.190 -1.624 1.189
H 1.98781 0.77660 -1.56385 -0.900 -0.463 -0.053
N -2.15830 -1.25206 2.15988 -1.014 -0.469 -0.717
H 0.45979 0.27917 -2.28544 -0.637 -0.700 -1.780
O -3.17917 -0.63554 1.92183 -0.085 0.691 0.152
H -1.86339 0.18106 -1.70886 0.422 -0.562 0.668
H -1.08380 2.05008 -0.02634 -0.550 2.138 -2.296
H 0.30217 -1.74772 -1.46193 1.007 -1.621 1.154
H 0.39977 -2.41350 0.33812 0.375 0.762 -1.072
C -1.05001 1.55859 0.87150 1.360 0.122 -0.510
C -0.81316 0.17403 0.34659 -1.957 -3.558 2.097
H -3.06297 -0.23209 -0.43862 2.027 -0.055 0.100
C 0.15975 -0.79805 2.54760 -1.257 -0.182 0.753
C -1.94747 -0.31585 -0.71586 0.347 -0.590 1.517
H 1.95179 -1.98520 -0.55648 -1.150 0.418 -0.102
H 0.05746 -1.23248 3.56268 0.275 0.240 -0.784
C 1.55906 0.19223 0.82753 1.695 -0.218 0.354
```
Positions in Å, forces in eV/Å.

Atomic partial charges in e from the Löwdin method, atoms 1 to 4: 0.10 0.11 0.10 -0.51